[1]
# C3H3CoO2

A molecular structure, C3H3CoO2 at a distorted geometry (ωB97M-V with the def2-TZVPD basis set, the Open Molecules 2025 dataset).

Structure (XYZ):
```
9
Properties=species:S:1:pos:R:3:mulliken_charge:R:1
C 1.39 -0.20 2.79 -0.389
C 0.20 -0.16 2.18 -0.148
H 2.32 -0.40 2.23 0.204
H -0.64 0.15 2.83 0.431
H 1.51 -0.01 3.86 0.247
O 0.01 0.60 -0.67 -0.434
C -0.29 0.79 -1.80 0.809
O -0.51 0.47 -2.89 -0.173
Co -0.25 -1.07 0.39 0.452
```

Its spin multiplicity is 4. The total charge is +1. The calculation puts the HOMO energy (spin up / spin down) at -13.94 / -14.06 eV. The calculation puts the largest force on an atom at 3.89 eV/A. For the HOMO-LUMO gap (spin up / spin down), the calculation gives 7.813 / 7.558 eV. For the calculated total energy, the calculation gives -44870.4860 eV. The calculation puts the energy relative to the best compared isomer or geometry (same formula, charge and spin) at 0.0 kcal per mole.

---

[2]
# C3H3DyLiO2

A molecular structure, C3H3DyLiO2 at a distorted geometry (ωB97M-V with the def2-TZVPD basis set, the Open Molecules 2025 dataset).

Structure (XYZ):
```
10
Properties=species:S:1:pos:R:3:mulliken_charge:R:1
O -2.43 -1.07 0.38 -0.565
C -2.42 0.06 -0.04 0.648
C -3.02 0.64 -1.29 -0.974
H -3.51 1.57 -1.02 0.447
H -2.26 0.86 -2.05 0.354
H -3.67 -0.08 -1.78 0.346
O 1.03 1.54 -1.34 -0.043
C 1.40 1.80 -2.38 0.227
Dy -0.18 1.20 0.87 1.596
Li -1.04 -2.12 1.01 0.964
```

Its spin multiplicity is 6. The total charge is +3. The calculation puts the HOMO energy (spin up / spin down) at -23.04 / -23.55 eV. The calculation puts the largest force on an atom at 2.25 eV/A. For the HOMO-LUMO gap (spin up / spin down), the calculation gives 7.964 / 8.407 eV. For the calculated total energy, the calculation gives -31508.8111 eV. The calculation puts the energy relative to the best compared isomer or geometry (same formula, charge and spin) at 0.0 kcal per mole.

---

[3]
# C3H3F

C3H3F in the gas phase at a distorted geometry (ωB97M-V with the def2-TZVPD basis set, the Open Molecules 2025 dataset).

Structure (XYZ):
```
7
Properties=species:S:1:pos:R:3:mulliken_charge:R:1
C 0.16 1.73 0.79 0.057
C 0.36 0.60 0.35 -0.377
C -0.05 -0.86 -0.37 -0.257
F -1.14 -1.68 0.09 -0.268
H 0.24 2.81 1.01 0.350
H -0.04 -0.71 -1.51 0.243
H 0.47 -1.89 -0.36 0.253
```

The calculation puts the HOMO energy at -10.55 eV. The calculation puts the largest force on an atom at 3.49 eV/A. As for the SMILES: C#CCF. For the HOMO-LUMO gap, the calculation gives 11.416 eV. For the calculated total energy, the calculation gives -5872.6136 eV. The calculation puts the energy relative to the best compared isomer or geometry (same formula, charge and spin) at 42.5 kcal per mole.

---

[4]
# C3H3F2I

2 unconnected molecules or ions with the total composition C3H3F2I at a distorted geometry (ωB97M-V with the def2-TZVPD basis set, the Open Molecules 2025 dataset).

Structure (XYZ):
```
9
Properties=species:S:1:pos:R:3:mulliken_charge:R:1
F 1.77 -0.30 -1.25 -0.213
C 0.66 0.27 -0.88 0.284
C -0.34 1.07 -1.13 -0.246
C -0.30 0.41 0.23 -0.461
I 0.24 1.56 2.00 -0.031
H -0.85 1.76 -1.75 0.334
H -0.99 -0.36 0.52 0.352
F 2.63 -1.92 1.47 -0.392
H 2.22 -1.16 1.84 0.373
```

The calculation puts the HOMO energy at -9.72 eV. The calculation puts the largest force on an atom at 1.37 eV/A. As for the SMILES: FC1=C[C@@H]1I.F. For the HOMO-LUMO gap, the calculation gives 10.114 eV. For the calculated total energy, the calculation gives -16692.3094 eV. The calculation puts the energy relative to the best compared isomer or geometry (same formula, charge and spin) at 49.6 kcal per mole.

---

[5]
# C3H3F2N

A molecular structure, C3H3F2N at a distorted geometry (ωB97M-V with the def2-TZVPD basis set, the Open Molecules 2025 dataset).

Structure (XYZ):
```
9
Properties=species:S:1:pos:R:3:mulliken_charge:R:1
C -0.61 -0.79 0.95 -0.317
C 0.33 0.35 -0.42 -0.611
C -0.58 -0.86 -0.51 1.182
N 0.24 0.16 1.04 -0.383
F -2.27 -0.39 -1.22 -0.524
F -0.30 -1.92 -1.22 -0.214
H -1.11 -1.34 1.73 0.342
H 1.33 0.23 -0.84 0.268
H -0.11 1.30 -0.74 0.258
```

The calculation puts the HOMO energy at -11.30 eV. The calculation puts the largest force on an atom at 4.08 eV/A. For the HOMO-LUMO gap, the calculation gives 10.751 eV. For the calculated total energy, the calculation gives -10081.3113 eV. The calculation puts the energy relative to the best compared isomer or geometry (same formula, charge and spin) at 68.2 kcal per mole.

---

[6]
# C3H3F2NO

C3H3F2NO in the gas phase at a distorted geometry (ωB97M-V with the def2-TZVPD basis set, the Open Molecules 2025 dataset).

Structure (XYZ):
```
10
Properties=species:S:1:pos:R:3:mulliken_charge:R:1
F 2.73 -0.53 0.15 -0.201
C 1.43 -0.36 -0.03 0.514
N 0.62 -1.15 -0.58 -0.422
C -0.71 -0.65 -0.33 -0.485
C -0.48 0.82 0.35 0.271
F -0.88 1.76 -0.54 -0.293
O 0.91 0.84 0.55 -0.322
H -1.19 -1.19 0.48 0.285
H -1.29 -0.46 -1.17 0.342
H -1.14 0.92 1.13 0.312
```

The calculation puts the HOMO energy at -10.83 eV. The calculation puts the largest force on an atom at 5.13 eV/A. As for the SMILES: FC1=NC[C@H](F)O1. For the HOMO-LUMO gap, the calculation gives 11.690 eV. For the calculated total energy, the calculation gives -12131.1809 eV. The calculation puts the energy relative to the best compared isomer or geometry (same formula, charge and spin) at 9.3 kcal per mole.

---

[7]
# C3H3F2NO

2 unconnected molecules or ions with the total composition C3H3F2NO at a distorted geometry (ωB97M-V with the def2-TZVPD basis set, the Open Molecules 2025 dataset).

Structure (XYZ):
```
10
Properties=species:S:1:pos:R:3:mulliken_charge:R:1
C 0.53 -1.20 -0.69 0.072
C -0.14 1.19 -0.20 -0.327
C -0.26 -0.30 0.09 0.794
N 1.32 -1.82 -1.24 -0.246
O -1.16 -0.67 0.95 -0.345
F -0.51 1.37 -1.55 -0.279
F 1.70 -0.16 1.49 -0.636
H 0.88 1.43 0.05 0.325
H -1.02 1.75 0.23 0.262
H -1.36 -1.60 0.88 0.381
```

The calculation puts the HOMO energy (spin up / spin down) at -10.23 / -10.60 eV. The calculation puts the largest force on an atom at 3.09 eV/A. For the HOMO-LUMO gap (spin up / spin down), the calculation gives 7.620 / 8.076 eV. For the calculated total energy, the calculation gives -12127.8688 eV. The calculation puts the energy relative to the best compared isomer or geometry (same formula, charge and spin) at 85.7 kcal per mole.

---

[8]
# C3H3F2NO

C3H3F2NO in the gas phase (ωB97M-V with the def2-TZVPD basis set, the Open Molecules 2025 dataset).

Structure (XYZ):
```
10
Properties=species:S:1:pos:R:3:mulliken_charge:R:1
O 0.08 2.02 -0.49 -0.509
C -0.86 1.29 -0.64 0.057
N -0.90 -0.04 -0.32 -0.104
C 0.09 -0.85 0.25 -0.147
C 1.33 -0.60 0.63 0.329
F 2.01 0.52 0.58 -0.176
F 2.07 -1.57 1.15 -0.252
H -1.84 1.64 -1.08 0.305
H -1.76 -0.51 -0.52 0.216
H -0.23 -1.89 0.44 0.282
```

The calculation puts the HOMO energy at -9.00 eV. The calculation puts the largest force on an atom at 0.76 eV/A. As for the SMILES: O=CNC=C(F)F. For the HOMO-LUMO gap, the calculation gives 9.551 eV. For the calculated total energy, the calculation gives -12131.2494 eV. The calculation puts the energy relative to the best compared isomer or geometry (same formula, charge and spin) at 7.7 kcal per mole.

---

[9]
# C3H3F2NO2

C3H3F2NO2 in the gas phase at a distorted geometry (ωB97M-V with the def2-TZVPD basis set, the Open Molecules 2025 dataset).

Structure (XYZ):
```
11
Properties=species:S:1:pos:R:3:mulliken_charge:R:1
O 2.42 -0.62 0.15 -0.482
C 1.68 0.32 -0.11 -0.099
C 0.27 0.28 -0.06 0.482
N -0.42 1.36 -0.04 -0.452
O -1.78 1.07 -0.08 -0.318
C -0.36 -1.10 0.03 0.397
F -1.25 -1.05 1.10 -0.275
F -1.14 -1.67 -0.90 -0.240
H 2.17 1.31 -0.22 0.372
H -2.03 1.98 -0.13 0.424
H 0.42 -1.87 0.26 0.193
```

The calculation puts the HOMO energy at -10.72 eV. The calculation puts the largest force on an atom at 4.22 eV/A. As for the SMILES: O=C/C(=N/O)C(F)F. For the HOMO-LUMO gap, the calculation gives 9.769 eV. For the calculated total energy, the calculation gives -14176.6888 eV. The calculation puts the energy relative to the best compared isomer or geometry (same formula, charge and spin) at 65.7 kcal per mole.

---

[10]
# C3H3F2NOS

C3H3F2NOS in the gas phase at a distorted geometry (ωB97M-V with the def2-TZVPD basis set, the Open Molecules 2025 dataset).

Structure (XYZ):
```
11
Properties=species:S:1:pos:R:3:mulliken_charge:R:1
O 0.65 -2.01 0.70 -0.574
C 0.71 -0.80 1.10 0.221
N 0.59 0.24 0.30 -0.043
S 1.21 1.68 0.98 -0.147
C 0.02 0.24 -0.98 -0.401
C -1.19 -0.23 -1.14 0.548
F -1.63 -0.46 -2.39 -0.245
F -2.06 -0.69 -0.35 -0.197
H 0.97 -0.64 2.21 0.332
H 0.17 2.32 1.43 0.139
H 0.56 0.36 -1.86 0.368
```

The calculation puts the HOMO energy at -9.89 eV. The calculation puts the largest force on an atom at 7.52 eV/A. As for the SMILES: O=CN(S)C=C(F)F. For the HOMO-LUMO gap, the calculation gives 10.330 eV. For the calculated total energy, the calculation gives -22965.3167 eV. The calculation puts the energy relative to the best compared isomer or geometry (same formula, charge and spin) at 33.5 kcal per mole.